[1]
Computed, not measured: a cluster of 3 separate species, H5NO4 in total in a non-equilibrium geometry, with wB97M-V/def2-TZVPD.

Summary:
net charge = 0
E_LUMO (alpha / beta) = 0.011 / 0.011 Ha
SMILES = N=O.OO.O
HOMO (alpha / beta) = -9.08 / -9.08 eV

XYZ file:
```
10
H5NO4 wB97M-V/def2-TZVPD
N 0.28 -1.79 0.14
O -0.24 -2.49 -0.70
H 0.96 -1.10 -0.28
O 1.08 1.46 0.60
O 0.79 1.54 -0.78
H 0.37 0.87 0.91
H 1.30 2.32 -1.05
O -1.21 -0.15 0.57
H -1.86 -0.78 0.91
H -1.47 0.11 -0.32
```

***

[2]
Computed, not measured: an isolated molecule of C4H6BrP in a non-equilibrium geometry, with wB97M-V/def2-TZVPD.

Summary:
net charge = 0
E_LUMO = -0.025 Ha
SMILES = C/C=C/C=P/Br
HOMO = -8.23 eV

XYZ file:
```
12
C4H6BrP wB97M-V/def2-TZVPD
C 2.21 -0.14 -0.07
C 0.78 0.35 -0.27
C -0.27 -0.25 0.21
C -1.61 0.17 0.06
P -2.99 -0.74 0.75
Br -4.72 0.44 0.00
H 2.90 0.69 0.07
H 2.61 -0.77 -1.04
H 2.36 -0.90 0.68
H 0.76 1.31 -0.73
H -0.10 -1.00 1.06
H -1.92 0.83 -0.72
```

***

[3]
Computed, not measured: a structure of composition C54H128Cu2N6O26P5 in a non-equilibrium geometry, with wB97M-V/def2-TZVPD.

Summary:
net charge = +1
E_LUMO = -0.191 Ha
HOMO = -10.32 eV

XYZ file:
```
221
C54H128Cu2N6O26P5 wB97M-V/def2-TZVPD
Cu 3.69 -0.07 0.64
Cu 0.24 -1.11 1.55
C 0.35 2.20 -1.78
C -0.22 1.40 -0.61
C -1.78 1.45 -0.72
C -2.33 0.66 -1.85
C -1.83 -0.77 -1.74
C -0.29 -0.95 -1.67
N 0.18 -0.04 -0.61
O 1.57 -0.22 -0.38
C 0.33 -0.66 -3.06
C -0.06 -2.44 -1.30
C 0.11 2.07 0.73
H 1.43 1.98 -1.86
H 0.25 3.27 -1.61
H 0.02 2.03 -2.80
H -2.14 2.48 -0.73
H -2.12 0.97 0.21
H -1.97 1.22 -2.73
H -3.40 0.77 -2.06
H -2.18 -1.22 -2.67
H -2.41 -1.34 -1.01
H 0.57 -1.67 -3.41
H 1.34 -0.25 -3.01
H -0.26 -0.15 -3.80
H 0.76 -2.93 -1.82
H -0.96 -2.97 -1.61
H 0.17 -2.75 -0.28
H -0.46 1.57 1.52
H -0.19 3.11 0.84
H 1.19 2.13 0.89
C 0.36 7.92 -1.77
O 0.01 8.49 -0.75
N -0.04 6.64 -2.02
C 0.00 5.91 -3.27
C -0.44 5.75 -0.90
H 0.80 8.42 -2.65
H -1.02 5.59 -3.53
H 0.75 5.14 -3.14
H 0.26 6.56 -4.11
H -0.43 6.24 0.07
H -1.43 5.39 -1.16
H 0.31 4.96 -0.87
C -5.09 -0.82 -4.71
O -5.06 -1.52 -5.70
N -5.92 -1.05 -3.67
C -5.79 -0.31 -2.42
C -6.82 -2.19 -3.63
H -4.55 0.12 -4.52
H -6.54 -0.54 -1.66
H -5.70 0.76 -2.61
H -4.94 -0.72 -1.85
H -6.92 -2.63 -4.62
H -6.41 -2.96 -2.96
H -7.79 -1.95 -3.19
C -2.89 -3.41 1.63
O -2.03 -2.59 1.29
N -2.60 -4.67 1.95
C -3.67 -5.65 2.22
C -1.26 -5.23 1.77
H -3.94 -3.08 1.67
H -3.71 -6.50 1.54
H -4.66 -5.19 2.29
H -3.63 -6.04 3.24
H -1.04 -6.00 2.51
H -1.29 -5.71 0.79
H -0.48 -4.47 1.76
C 3.04 6.88 0.02
O 3.78 7.85 0.04
N 3.12 5.93 0.98
C 2.20 4.78 0.99
C 3.96 5.91 2.15
H 2.35 6.58 -0.78
H 1.50 4.88 1.82
H 2.76 3.84 1.04
H 1.71 4.62 0.03
H 4.46 6.86 2.28
H 3.26 5.77 2.99
H 4.62 5.04 2.24
C 6.21 1.08 -4.11
O 7.05 1.78 -3.58
N 4.97 0.92 -3.64
C 4.03 -0.16 -4.06
C 4.40 1.52 -2.44
H 6.44 0.44 -4.98
H 4.49 -0.56 -4.96
H 3.14 0.42 -4.33
H 3.68 -0.94 -3.38
H 3.54 2.15 -2.71
H 3.88 0.78 -1.82
H 5.06 2.19 -1.89
C -6.88 4.23 -5.25
C -5.60 4.96 -5.57
O -4.63 4.06 -6.14
P -3.52 3.36 -5.24
O -2.34 4.11 -4.76
O -4.34 2.72 -4.00
C -3.89 3.04 -2.68
C -4.23 4.43 -2.13
O -3.24 2.12 -6.18
C -1.92 1.74 -6.51
C -1.05 1.27 -5.29
H -6.65 3.52 -4.44
H -7.70 4.87 -4.94
H -7.16 3.51 -6.02
H -5.85 5.69 -6.34
H -5.07 5.48 -4.77
H -4.24 2.29 -1.97
H -2.80 2.94 -2.59
H -5.30 4.63 -2.04
H -3.85 4.50 -1.10
H -3.66 5.27 -2.53
H -1.97 0.80 -7.05
H -1.44 2.57 -7.03
H -1.79 0.84 -4.62
H -0.35 0.49 -5.60
H -0.49 2.10 -4.88
C 2.35 -0.04 7.47
C 1.27 -0.50 6.48
O 0.13 -0.79 7.30
P -1.03 -1.76 6.80
O -0.52 -2.93 6.05
O -1.87 -2.05 8.13
C -1.42 -3.02 9.07
C -0.21 -2.61 9.90
O -2.00 -0.84 5.87
C -1.76 -0.67 4.50
C -1.69 0.82 4.21
H 3.01 -0.81 7.87
H 2.90 0.83 7.10
H 1.87 0.46 8.32
H 1.03 0.27 5.75
H 1.58 -1.45 6.02
H -2.27 -3.42 9.63
H -1.24 -3.92 8.47
H 0.10 -3.37 10.61
H 0.51 -2.43 9.10
H -0.40 -1.67 10.40
H -0.86 -1.27 4.27
H -2.45 -1.08 3.75
H -2.72 1.15 4.33
H -0.97 1.26 4.90
H -1.30 1.13 3.24
C 1.68 -5.62 -3.76
C 2.34 -4.70 -4.71
O 3.24 -3.81 -4.01
P 4.79 -4.09 -3.64
O 5.15 -5.51 -3.61
O 5.62 -3.16 -4.65
C 5.22 -3.20 -6.04
C 6.49 -3.56 -6.80
O 5.05 -3.35 -2.25
C 5.95 -3.81 -1.26
C 7.19 -2.92 -1.26
H 2.47 -6.21 -3.28
H 1.16 -5.12 -2.95
H 1.06 -6.30 -4.34
H 2.83 -5.17 -5.57
H 1.58 -4.11 -5.23
H 4.41 -3.85 -6.37
H 5.01 -2.17 -6.34
H 7.27 -2.80 -6.72
H 6.95 -4.49 -6.46
H 6.28 -3.77 -7.85
H 5.56 -3.77 -0.24
H 6.17 -4.87 -1.42
H 7.68 -3.02 -2.23
H 6.95 -1.85 -1.21
H 7.78 -2.98 -0.35
C 2.68 -5.74 -0.60
C 2.48 -5.25 0.85
O 1.76 -6.22 1.61
P 2.14 -6.69 3.07
O 1.55 -5.82 4.11
O 1.84 -8.25 3.12
C 2.36 -9.05 2.05
C 1.10 -9.49 1.26
O 3.76 -6.58 3.02
C 4.65 -6.75 4.12
C 4.46 -8.00 4.94
H 3.33 -6.61 -0.57
H 1.66 -5.99 -0.91
H 3.04 -4.94 -1.24
H 3.45 -4.91 1.21
H 1.77 -4.41 0.92
H 3.14 -8.59 1.45
H 2.93 -9.86 2.52
H 0.42 -9.99 1.94
H 0.56 -8.70 0.74
H 1.44 -10.08 0.41
H 5.66 -6.55 3.78
H 4.48 -5.89 4.79
H 4.63 -8.93 4.40
H 5.13 -8.04 5.79
H 3.43 -8.14 5.27
C -4.39 3.38 1.86
C -3.79 3.73 3.23
O -4.21 5.05 3.56
P -3.14 6.25 3.69
O -3.62 7.43 4.40
O -1.86 5.60 4.39
C -1.77 5.46 5.82
C -2.73 4.40 6.40
O -2.68 6.37 2.17
C -2.32 7.67 1.61
C -1.08 8.38 2.16
H -4.08 4.14 1.15
H -4.06 2.39 1.54
H -5.48 3.40 1.94
H -4.26 3.06 3.96
H -2.70 3.67 3.24
H -0.74 5.26 6.10
H -1.91 6.42 6.30
H -2.28 3.40 6.37
H -2.76 4.54 7.48
H -3.75 4.53 6.05
H -2.33 7.57 0.53
H -3.23 8.27 1.74
H -1.12 9.39 1.74
H -0.99 8.41 3.24
H -0.25 7.83 1.71
```

***

[4]
Computed, not measured: a cluster of 4 separate species, C18H42N2O4 in total in a non-equilibrium geometry, with wB97M-V/def2-TZVPD.

Summary:
net charge = 0
E_LUMO = 0.020 Ha
SMILES = CC1(C)CCCC(C)(C)N1O.CC1(C)CCCC(C)(C)N1O.O.O
HOMO = -8.26 eV

XYZ file:
```
66
C18H42N2O4 wB97M-V/def2-TZVPD
C 1.51 5.67 -1.86
C 1.32 4.17 -2.20
C 1.25 4.03 -3.71
C 2.49 3.33 -1.70
C 2.54 3.15 -0.20
C 1.23 2.50 0.22
C -0.06 3.24 -0.21
C -1.23 2.27 -0.06
C -0.19 4.45 0.74
N 0.10 3.60 -1.62
O -1.05 4.26 -2.10
H 0.84 6.30 -2.44
H 1.39 5.87 -0.80
H 2.53 5.93 -2.16
H 1.18 2.99 -4.00
H 0.40 4.58 -4.12
H 2.12 4.49 -4.19
H 2.47 2.36 -2.22
H 3.40 3.80 -2.12
H 3.38 2.48 0.01
H 2.77 4.07 0.35
H 1.22 2.46 1.32
H 1.20 1.46 -0.12
H -1.88 2.71 0.71
H -0.97 1.28 0.26
H -1.90 2.28 -0.92
H -0.52 4.11 1.72
H -0.95 5.15 0.37
H 0.72 5.03 0.89
H -1.08 5.13 -1.67
C -1.87 -5.36 0.02
C -1.72 -4.13 0.92
C -3.08 -3.72 1.50
C -0.88 -4.50 2.15
C 0.62 -4.63 1.90
C 1.16 -3.39 1.20
C 0.34 -2.98 -0.02
C 0.77 -1.56 -0.41
C 0.68 -3.86 -1.25
N -1.11 -2.94 0.30
O -1.88 -2.52 -0.80
H -2.12 -5.11 -1.02
H -2.68 -5.99 0.39
H -0.97 -5.97 0.04
H -3.48 -4.47 2.18
H -3.82 -3.53 0.72
H -2.96 -2.82 2.10
H -1.04 -3.73 2.92
H -1.22 -5.45 2.58
H 0.82 -5.48 1.23
H 1.11 -4.93 2.82
H 2.17 -3.64 0.85
H 1.21 -2.57 1.92
H 0.05 -1.04 -1.04
H 0.83 -0.90 0.47
H 1.77 -1.56 -0.85
H 0.04 -3.55 -2.08
H 1.72 -3.68 -1.51
H 0.55 -4.93 -1.11
H -1.93 -3.27 -1.42
O -0.66 0.44 4.37
H -1.13 1.27 4.37
H -0.86 0.04 3.50
O -1.48 -0.63 1.93
H -0.84 -1.18 1.45
H -2.32 -0.86 1.54
```

***

[5]
Computed, not measured: a cluster of 2 separate species, C2H10NOS in total in a non-equilibrium geometry, with wB97M-V/def2-TZVPD.

Summary:
net charge = +1
E_LUMO = -0.128 Ha
HOMO = -13.77 eV

XYZ file:
```
15
C2H10NOS wB97M-V/def2-TZVPD
C 0.72 0.37 -0.46
C -0.05 1.69 -0.60
S -1.26 1.43 0.80
N -0.17 -0.88 -0.66
H 1.34 0.31 0.41
H 1.42 0.30 -1.31
H -0.63 1.73 -1.52
H 0.64 2.48 -0.42
H -2.15 2.48 0.74
H -1.09 -0.54 -0.31
H 0.07 -1.61 0.06
H -0.10 -1.19 -1.64
H 0.97 -2.52 1.16
H 0.18 -1.65 2.19
O 0.10 -2.39 1.56
```

***

[6]
Computed, not measured: a structure of composition C16H27BF4FeN2O8PSe, with wB97M-V/def2-TZVPD.

Summary:
net charge = -2
E_LUMO (alpha / beta) = 0.170 / 0.170 Ha
expectation value of S² = 8.77
HOMO (alpha / beta) = -2.06 / -1.95 eV
spin multiplicity = 6

XYZ file:
```
61
C16H27BF4FeN2O8PSe wB97M-V/def2-TZVPD
Fe 1.82 -1.17 1.77
N 0.86 0.70 2.42
N 1.83 1.49 3.10
C 3.18 1.14 2.87
O 4.05 1.92 3.24
O 3.37 0.01 2.28
H 0.51 1.18 1.59
H 0.09 0.52 3.05
H 1.67 2.48 2.98
C -0.06 1.58 -4.03
O 1.28 1.19 -4.25
C 1.88 0.48 -3.25
C 3.26 0.23 -3.41
C 3.93 -0.40 -2.40
C 3.29 -0.85 -1.23
C 4.04 -1.53 -0.18
C 5.55 -1.35 -0.09
O 3.52 -2.23 0.68
C 1.88 -0.65 -1.10
O 1.18 -1.03 -0.09
C 1.21 0.05 -2.14
H -0.35 2.17 -4.90
H -0.15 2.18 -3.13
H -0.72 0.71 -3.95
H 3.76 0.58 -4.30
H 4.99 -0.56 -2.51
H 5.92 -0.49 -0.63
H 6.04 -2.25 -0.46
H 5.77 -1.24 0.97
H 0.17 0.27 -1.95
C -4.70 1.67 0.39
C -4.03 0.87 -0.71
O -3.56 -0.38 -0.21
P -1.92 -0.53 -0.01
O -1.89 -2.14 0.20
C -1.27 -2.94 -0.81
C -2.32 -3.59 -1.70
O -1.78 -0.11 1.55
C -2.45 -0.84 2.58
C -2.77 0.11 3.72
H -5.16 2.57 -0.02
H -3.96 1.97 1.13
H -5.47 1.07 0.88
H -3.19 1.45 -1.11
H -4.72 0.65 -1.52
H -0.68 -3.69 -0.28
H -0.58 -2.33 -1.39
H -2.97 -4.24 -1.11
H -1.83 -4.18 -2.48
H -2.94 -2.83 -2.17
H -1.79 -1.64 2.91
H -3.36 -1.29 2.19
H -1.87 0.49 4.20
H -3.37 -0.40 4.47
H -3.34 0.97 3.34
Se 0.88 -2.93 3.05
F 0.39 2.39 0.15
B -0.55 3.43 0.39
F -0.54 3.73 1.76
F -0.19 4.56 -0.36
F -1.83 3.00 0.00
```

***

[7]
Computed, not measured: a cluster of 2 separate species, C4H9NO in total in a non-equilibrium geometry, with wB97M-V/def2-TZVPD.

Summary:
net charge = 0
E_LUMO = 0.030 Ha
SMILES = C=CN.C=CO
HOMO = -8.07 eV

XYZ file:
```
15
C4H9NO wB97M-V/def2-TZVPD
C 2.64 -0.94 0.40
C 2.47 0.17 -0.33
N 1.37 1.03 -0.31
H 1.89 -1.35 1.06
H 3.65 -1.31 0.56
H 3.44 0.63 -0.73
H 0.56 0.67 0.18
H 1.65 1.99 -0.12
C -2.82 -0.10 1.07
C -2.21 -0.53 -0.02
O -1.36 0.22 -0.78
H -3.66 -0.71 1.43
H -2.72 0.89 1.51
H -2.63 -1.41 -0.56
H -1.28 -0.05 -1.70
```

***

[8]
Computed, not measured: a cluster of 3 separate species, C42H44BrO8P2S in total in a non-equilibrium geometry, with wB97M-V/def2-TZVPD.

Summary:
net charge = -1
E_LUMO = 0.014 Ha
HOMO = -4.30 eV

XYZ file:
```
98
C42H44BrO8P2S wB97M-V/def2-TZVPD
C -5.94 -1.35 -0.67
C -5.10 -1.77 -1.60
C -4.58 -1.00 -2.78
P -2.67 -0.72 -3.00
C -2.93 0.93 -2.02
C -1.79 1.58 -1.18
C -1.61 3.08 -1.64
O -0.26 3.47 -1.29
C 0.50 3.89 -2.40
C -2.16 -1.55 -1.32
C -0.74 -1.60 -0.77
O -0.12 -2.93 -0.97
C 1.17 -2.95 -0.59
O 1.95 -3.57 -1.25
C 1.69 -2.22 0.66
C 0.88 -2.47 1.96
C -2.67 -2.39 -3.98
C -1.52 -3.33 -4.33
O -1.89 -4.30 -4.91
Br 0.42 -3.43 -4.20
P -0.59 -0.13 -3.69
S -0.48 -0.26 -5.69
H -6.62 -0.50 -0.80
H -5.99 -1.91 0.27
H -4.79 -2.83 -1.48
H -4.96 -1.51 -3.70
H -5.14 -0.04 -2.83
H -3.04 -0.02 -4.22
H -3.31 1.68 -2.76
H -3.78 0.80 -1.32
H -2.11 1.68 -0.12
H -0.78 1.17 -1.17
H -1.76 3.17 -2.72
H -2.28 3.75 -1.08
H 1.34 4.53 -2.08
H -0.08 4.50 -3.12
H 0.96 3.04 -2.95
H -2.49 -2.60 -1.39
H -2.74 -1.00 -0.55
H -0.81 -1.56 0.34
H 0.02 -0.85 -1.00
H 2.71 -2.58 0.85
H 1.81 -1.13 0.49
H 1.55 -2.21 2.80
H 0.59 -3.51 2.12
H 0.04 -1.76 2.04
H -3.40 -3.03 -3.45
H -3.19 -2.16 -4.92
H -0.31 1.25 -3.49
H 0.52 -0.83 -3.19
C -2.53 3.50 2.79
C -3.59 4.13 3.43
C -4.43 3.42 4.27
C -4.21 2.06 4.47
C -3.16 1.42 3.82
C -2.31 2.14 2.99
C -2.94 -0.04 3.98
O -2.02 -0.60 3.42
C -3.88 -0.81 4.85
C -3.72 -2.19 4.97
C -4.58 -2.91 5.78
C -5.59 -2.26 6.48
C -5.75 -0.89 6.36
C -4.90 -0.16 5.54
C -5.11 1.30 5.39
O -5.99 1.87 6.00
H -1.87 4.06 2.14
H -3.77 5.19 3.27
H -5.25 3.91 4.76
H -1.49 1.65 2.49
H -2.94 -2.70 4.42
H -4.46 -3.99 5.86
H -6.26 -2.83 7.12
H -6.54 -0.39 6.90
C 6.27 -3.07 -0.72
C 5.01 -2.46 -0.71
C 4.91 -1.09 -0.85
C 6.06 -0.32 -1.01
C 7.31 -0.93 -1.00
C 7.41 -2.31 -0.87
C 8.55 -0.11 -1.11
O 9.65 -0.64 -1.11
C 8.42 1.37 -1.22
C 9.57 2.15 -1.27
C 9.47 3.53 -1.39
C 8.21 4.13 -1.46
C 7.07 3.35 -1.41
C 7.17 1.97 -1.28
C 5.93 1.15 -1.18
O 4.84 1.68 -1.24
H 6.35 -4.15 -0.61
H 4.12 -3.06 -0.58
H 3.94 -0.62 -0.85
H 8.38 -2.78 -0.87
H 10.55 1.68 -1.22
H 10.36 4.13 -1.42
H 8.13 5.20 -1.56
H 6.09 3.82 -1.46
```

***

Going through the records in order, we get electronic energy values of -358.5020, -3071.3262, -9406.8173, -1121.4190, -610.1100, -5768.5883, -287.7223, -5883.5928 Ha.